Below is a cluster of 2 separate species, C3H5NO2 in total in a non-equilibrium geometry, with properties calculated with wB97M-V/def2-TZVPD.

Structure (XYZ):
```
11
Properties=species:S:1:pos:R:3:forces:R:3:nbo_charge:R:1
H -1.15569 0.97371 -0.00602 -0.034 0.050 -0.076 0.3200
N -1.26938 1.37439 -0.93997 0.400 -0.127 -0.105 -0.7035
C -0.22979 1.20937 -1.64358 -0.343 0.170 -0.039 0.4162
O 0.93312 0.60378 -1.32903 -0.058 -0.052 0.193 -0.6927
H -0.19496 1.58739 -2.66490 -0.004 -0.034 0.102 0.1551
H 0.86774 0.23582 -0.42728 0.007 0.017 -0.123 0.4870
C 0.61224 -0.84102 1.53249 -0.090 -0.140 0.063 -0.8589
C -0.35423 -1.64725 1.13069 -0.492 -0.406 -0.231 0.7468
O -1.20710 -2.33522 0.74705 0.776 0.625 0.337 -0.4231
H 1.64003 -1.17554 1.45385 -0.153 0.011 -0.030 0.2776
H 0.35802 0.01457 2.14671 -0.009 -0.113 -0.092 0.2754
```
Forces are in eV/Å.

As for the relative energy (zero: lowest compared OMol25 entry of this formula, charge and spin): 1.991 eV. The structure (SMILES) is [H]/N=C\O.C=C=O.

=====

Below is a cluster of 3 separate species, C29H50F4N3O5S in total in a non-equilibrium geometry, with properties calculated with wB97M-V/def2-TZVPD.

Structure (XYZ):
```
92
Properties=species:S:1:pos:R:3:forces:R:3:mulliken_spin:R:1
O -5.39830 3.41772 -5.18683 -1.722 0.195 2.121 0.0000
S -6.14136 2.34772 -4.57485 1.839 -0.661 -5.969 0.0000
O -5.87966 1.10557 -5.24588 -1.388 0.487 2.211 0.0000
F -7.71805 2.63286 -4.63720 2.162 -0.252 1.294 0.0000
N -5.59826 2.26712 -2.87479 -1.525 0.576 -0.370 0.0000
C -4.09479 2.13735 -2.93569 2.623 -0.326 0.010 -0.0001
C -3.51499 1.10031 -1.92003 -0.210 -0.949 0.792 0.0003
C -4.17908 -0.32055 -2.02768 -0.285 -0.042 -0.121 0.0006
C -4.30303 -0.92125 -3.34717 -0.884 -1.249 1.715 -0.0004
C -4.94685 -2.21298 -3.47741 0.266 1.268 1.648 0.0000
C -5.45596 -2.86363 -2.28380 0.577 1.049 0.219 -0.0004
C -5.29973 -2.26788 -0.97069 0.826 1.551 -0.804 -0.0024
C -4.64627 -0.95805 -0.80741 -0.529 -1.482 -2.823 0.0057
C -6.10468 3.53535 -2.22788 -0.959 0.871 0.971 0.0000
C -5.89353 3.62172 -0.67425 0.397 0.923 -0.183 0.0000
O -4.51965 3.76688 -0.28114 -1.012 0.025 -0.743 0.0000
C -6.57720 2.47697 0.14956 -0.092 0.642 2.388 0.0000
F -7.52241 1.77475 -0.54433 1.433 0.400 0.274 0.0000
F -7.24717 3.07502 1.19819 0.596 -0.675 -1.332 0.0000
F -5.65802 1.66409 0.75075 -1.305 0.560 -1.455 -0.0001
H -6.08317 1.43515 -2.48023 0.585 -0.087 0.144 0.0000
H -3.63239 3.15044 -2.78833 -0.840 -0.894 0.018 0.0000
H -3.75308 1.82081 -3.95864 -0.862 0.220 0.890 0.0000
H -2.40905 1.00165 -2.10720 -1.048 0.324 -0.081 0.0002
H -3.60127 1.42207 -0.84630 -0.009 0.035 -1.133 -0.0004
H -3.91425 -0.39927 -4.24593 -0.296 -0.490 0.757 0.0000
H -5.05529 -2.64560 -4.49207 0.021 0.151 0.955 0.0000
H -5.98131 -3.84447 -2.38345 0.578 1.006 0.155 0.0000
H -5.67283 -2.74261 -0.03557 0.260 0.141 -1.076 0.0000
H -4.50336 -0.46420 0.17389 -0.121 -0.580 -0.780 -0.0015
H -7.21345 3.62087 -2.41337 1.076 -0.319 0.132 0.0000
H -5.63114 4.40369 -2.74470 -0.128 -0.816 0.441 0.0000
H -6.38642 4.58115 -0.34539 -0.123 -1.140 -0.535 0.0000
H -4.32046 4.70511 -0.45987 0.212 -0.531 0.356 0.0000
C -0.04288 -4.37471 0.88567 0.103 -0.158 0.344 0.0132
C -0.35969 -2.86865 0.74602 0.461 -1.755 -1.127 0.0338
C 0.95646 -2.09987 0.55621 0.134 0.283 0.349 0.0270
C 1.79526 -2.06291 1.82905 0.036 -0.044 0.059 -0.0409
C 0.98898 -1.50806 2.99987 0.143 0.201 -0.603 0.0187
C -0.39356 -2.15908 3.19549 0.318 -0.974 2.076 0.0413
N -1.13960 -2.36806 1.91879 0.572 3.409 -0.956 0.3309
O -1.68189 -1.20632 1.57259 -0.304 -1.313 0.308 0.5783
C -0.25762 -3.51157 3.92856 0.247 -0.308 -0.113 0.0133
C -1.17204 -1.28727 4.20365 -0.432 0.317 -0.571 -0.0033
C -1.18306 -2.79753 -0.55140 -0.435 0.568 0.128 -0.0348
H 0.29086 -4.78744 -0.06804 -0.103 0.200 -0.055 0.0006
H 0.76164 -4.59390 1.58423 -0.102 0.053 0.063 0.0007
H -0.92912 -4.93452 1.19236 0.023 0.050 0.031 -0.0082
H 0.75310 -1.07281 0.23522 -0.160 -0.021 0.068 0.0039
H 1.54333 -2.55686 -0.24606 -0.219 -0.110 -0.009 0.0000
H 2.18016 -3.05767 2.07223 -0.063 -0.025 -0.046 0.0011
H 2.67244 -1.43277 1.66412 -0.076 -0.013 -0.024 0.0194
H 1.57856 -1.60459 3.91567 -0.241 -0.072 0.082 0.0006
H 0.86383 -0.43165 2.83442 -0.181 -0.063 -0.005 0.0035
H -1.22611 -4.01190 4.00614 0.035 0.059 -0.082 -0.0099
H 0.11266 -3.36455 4.94552 -0.060 0.178 -0.094 0.0006
H 0.44387 -4.19897 3.46191 -0.058 0.004 -0.078 0.0011
H -1.24176 -0.24543 3.88751 -0.074 -0.125 -0.135 0.0001
H -0.67065 -1.28375 5.17331 0.137 -0.208 -0.167 0.0004
H -2.18525 -1.66847 4.35764 0.063 0.013 -0.061 -0.0005
H -2.12486 -3.34394 -0.44771 0.034 0.056 0.032 0.0023
H -0.63390 -3.24005 -1.38491 0.147 -0.090 0.255 -0.0006
H -1.41526 -1.77317 -0.84915 -0.049 -0.013 0.200 0.0086
C 6.94381 1.59854 2.41665 0.186 0.313 -0.220 0.0100
C 6.03789 0.60081 1.66036 0.993 0.273 1.790 0.0327
C 6.91990 -0.46621 0.99392 0.015 -0.009 -0.443 0.0199
C 7.71651 0.08915 -0.18237 0.020 0.062 0.020 -0.0190
C 6.79718 0.76280 -1.19582 0.026 -0.564 0.228 0.0163
C 5.80691 1.77641 -0.59336 0.748 1.924 -0.935 0.0293
N 5.16264 1.30441 0.66840 -0.989 -3.176 -1.593 0.3363
O 4.18131 0.46971 0.32440 0.500 1.266 0.796 0.5849
C 6.50715 3.12722 -0.32850 0.352 0.055 0.195 0.0129
C 4.77932 2.11986 -1.69258 -0.536 -0.449 0.302 -0.0065
C 5.21455 -0.05021 2.78812 -0.612 -0.145 -0.421 -0.0208
H 7.38259 1.12749 3.29787 -0.181 -0.136 -0.060 0.0005
H 7.79228 1.95356 1.83536 -0.106 0.048 -0.051 0.0008
H 6.37260 2.46424 2.75851 0.000 -0.025 -0.060 -0.0090
H 6.30403 -1.30139 0.64414 -0.152 0.119 0.020 0.0030
H 7.61339 -0.88719 1.72782 -0.162 0.140 0.135 0.0002
H 8.48115 0.79133 0.16122 -0.040 -0.009 0.054 -0.0002
H 8.25550 -0.72699 -0.67083 -0.003 0.067 0.008 0.0020
H 7.40770 1.24988 -1.96102 -0.188 0.176 0.041 -0.0004
H 6.23865 -0.02639 -1.71229 -0.147 0.104 0.089 0.0041
H 5.82866 3.82759 0.16481 0.004 -0.112 0.022 -0.0100
H 6.82325 3.58944 -1.26643 -0.125 -0.161 -0.027 0.0007
H 7.40943 3.04716 0.27287 -0.060 -0.035 0.072 0.0014
H 4.28127 1.23402 -2.08939 -0.025 0.017 0.203 0.0007
H 5.27150 2.60375 -2.53861 0.209 -0.014 0.219 0.0005
H 4.01447 2.80623 -1.31900 0.051 -0.075 0.034 -0.0002
H 4.58116 0.68594 3.29079 0.031 -0.004 -0.091 0.0019
H 5.87099 -0.48958 3.54166 0.171 0.173 -0.173 -0.0002
H 4.57680 -0.85900 2.43007 0.011 0.146 -0.108 0.0057
```
Forces are in eV/Å.

The spin multiplicity is 3. The net charge is +1.

=====

Below is a structure of composition C19H28AsBr2CaNO2S in a non-equilibrium geometry, with properties calculated with wB97M-V/def2-TZVPD.

Structure (XYZ):
```
55
Properties=species:S:1:pos:R:3:forces:R:3:nbo_charge:R:1
Ca -1.27263 -0.11405 0.20815 -1.077 -0.206 -0.574 1.6242
Br -0.57293 5.16449 -0.51313 -0.060 -0.869 0.373 0.0359
C -0.42736 3.99846 1.01953 -0.073 -0.643 0.074 -0.1589
C -0.06551 4.64966 2.19084 0.076 -0.510 0.731 -0.2236
C 0.07260 3.92722 3.35969 0.052 0.980 -0.504 -0.1027
Br 0.57574 4.96463 4.89078 -0.071 -0.374 -0.057 0.0284
C -0.14518 2.53314 3.39959 0.147 0.273 0.592 -0.1389
C 0.00580 1.82010 4.62015 -0.039 -0.746 0.283 -0.1136
C -0.19554 0.45476 4.71322 0.399 1.551 0.750 -0.2590
C -0.55085 -0.19048 3.56722 -0.725 0.393 -2.563 0.0589
N -0.70464 0.44146 2.39408 0.333 0.947 -0.147 -0.5716
C -0.51939 1.82051 2.21672 0.267 -0.173 1.277 0.1513
C -0.67418 2.59379 0.93373 -0.077 0.545 -0.695 0.3162
O -1.00728 2.10177 -0.22418 0.168 -0.681 1.320 -0.8432
H 0.10596 5.72112 2.17948 -0.023 -0.190 0.049 0.2415
H 0.28883 2.32961 5.53620 -0.031 0.260 -0.327 0.2334
H -0.07765 -0.07648 5.64764 -0.007 0.058 -0.013 0.2269
H -0.73058 -1.25895 3.53899 -0.156 0.065 0.047 0.2039
O -1.81537 -0.56527 -1.93975 0.517 -0.160 -0.358 -1.0682
S -2.94765 -0.00047 -2.74690 -0.494 0.179 -0.303 1.2615
C -2.72575 -0.57810 -4.46885 0.203 -0.094 -0.128 -0.6005
C -1.92555 0.48802 -5.19290 0.138 0.058 -0.348 -0.4119
C -2.48818 1.80991 -4.70213 -0.021 0.165 -0.267 -0.4112
C -2.48714 1.71778 -3.18697 -0.077 0.294 -0.003 -0.6055
H -3.72490 -0.68157 -4.90399 0.065 0.008 0.148 0.2289
H -2.23072 -1.55250 -4.47355 -0.202 0.062 0.301 0.2520
H -2.01520 0.38574 -6.27863 0.045 -0.045 0.113 0.2236
H -0.86236 0.41083 -4.93451 -0.154 -0.005 -0.009 0.2133
H -3.51161 1.94383 -5.07385 0.139 -0.012 -0.013 0.2036
H -1.89422 2.66054 -5.05006 -0.113 -0.055 0.114 0.2319
H -3.19785 2.40994 -2.72848 0.161 -0.190 0.134 0.2495
H -1.48810 1.90996 -2.78274 -0.183 -0.215 0.204 0.2693
C 4.01547 -0.51857 -0.53732 0.329 0.276 -0.006 -0.6236
C 3.13254 -1.70563 -0.88914 0.060 0.026 -0.280 -0.6821
As 1.30582 -1.46315 -0.15997 0.995 -1.104 -0.022 0.7804
C 1.67087 -1.64681 1.79485 0.083 -0.108 0.156 -0.7092
C 2.56633 -2.81660 2.18852 0.159 -0.155 0.238 -0.6257
C 0.69304 -3.29843 -0.58514 0.102 -0.258 -0.172 -0.6997
C -0.67824 -3.55870 0.01909 -0.236 -0.117 0.036 -0.6298
H 5.02433 -0.66235 -0.97856 -0.505 0.245 0.335 0.2156
H 4.11735 -0.42566 0.56339 0.041 0.101 -0.598 0.2037
H 3.57524 0.41562 -0.94453 0.373 -0.426 0.329 0.2147
H 3.58494 -2.64415 -0.51104 -0.466 0.394 -0.187 0.2165
H 3.05560 -1.78638 -1.99408 -0.143 -0.071 0.632 0.2260
H 0.69583 -1.74767 2.31577 0.732 0.145 -0.568 0.2233
H 2.14739 -0.70574 2.14052 -0.506 -0.328 -0.255 0.2290
H 2.11151 -3.78219 1.89683 0.370 0.400 0.126 0.2063
H 2.69327 -2.81910 3.29168 0.000 -0.106 -0.586 0.2162
H 3.57184 -2.71623 1.73599 -0.485 -0.222 0.230 0.2047
H 1.41948 -4.05249 -0.22346 -0.190 0.474 -0.256 0.2112
H 0.62421 -3.39104 -1.68943 0.223 0.183 0.561 0.2246
H -0.63202 -3.48608 1.12486 -0.246 -0.068 -0.547 0.2033
H -1.01959 -4.57841 -0.25854 -0.005 0.626 0.275 0.2207
H -1.41038 -2.81806 -0.36707 0.148 -0.581 0.353 0.2247
H -3.05544 -1.03154 0.85139 0.040 0.004 0.006 -0.7963
```
Forces are in eV/Å.

As for the relative energy (zero: lowest compared OMol25 entry of this formula, charge and spin): 0.098 eV.

=====

Quick rundown of electronic energy, same order as above: -8775.7036; -67284.0636; -255939.6475 eV